(1)
26
Properties=species:S:1:pos:R:3 method="wB97M-V/def2-TZVPD" total_charge=0 multiplicity=5 e_above_lowest_kcal_mol=0.0 s2=6.007
Fe -0.130 0.456 -0.478
C 0.470 -2.755 1.578
C -0.834 -1.973 1.704
O -0.851 -0.760 1.062
H 0.680 -2.899 0.504
H 0.422 -3.734 2.051
H 1.331 -2.130 1.833
H -0.903 -1.773 2.791
H -1.667 -2.654 1.461
C 1.378 2.896 1.148
O 1.218 1.712 0.455
H 2.085 2.814 1.989
H 1.716 3.685 0.464
H 0.468 3.235 1.680
O 1.483 -0.931 -0.887
H 1.311 -1.862 -1.067
H 2.327 -0.904 -0.418
O -1.783 1.754 -0.318
H -1.831 2.364 0.432
H -2.603 1.880 -0.807
O -0.060 1.340 -2.639
H -0.687 2.039 -2.863
H 0.641 1.404 -3.300
O -1.134 -1.023 -1.838
H -1.026 -0.781 -2.768
H -2.021 -1.398 -1.770

---

(2)
24
Properties=species:S:1:pos:R:3 method="wB97M-V/def2-TZVPD" total_charge=0 e_above_lowest_kcal_mol=58.4
N 1.692 1.144 1.819
C 0.688 0.937 0.767
C -0.644 0.453 1.325
N -1.353 -0.356 0.352
C -2.652 -0.787 1.082
H 2.548 1.131 1.210
H 1.575 0.473 2.455
H 0.685 2.021 0.216
H 1.092 0.179 0.000
H -0.682 -0.037 2.225
H -1.230 1.398 1.482
H -0.751 -1.228 0.142
H -3.464 -0.718 0.395
H -2.629 -1.798 1.417
H -2.837 -0.154 2.006
H 3.143 0.442 -1.946
H 2.164 1.353 -1.187
O 3.090 1.084 -1.155
H -2.046 0.932 -3.092
H -1.529 0.064 -2.047
O -1.654 0.112 -2.942
H 0.240 -2.753 -1.144
H 1.329 -1.831 -0.595
O 0.522 -2.272 -0.375

---

(3)
24
Properties=species:S:1:pos:R:3 method="wB97M-V/def2-TZVPD" total_charge=0 e_above_lowest_kcal_mol=94.2
N -1.678 -0.817 1.270
C -0.956 -0.660 -0.035
C -0.027 -2.017 -0.063
N 1.307 -1.604 -0.420
C 2.474 -2.354 0.037
H -2.748 -0.760 1.113
H -1.263 -0.156 1.932
H -1.726 -0.630 -0.928
H -0.543 0.216 -0.153
H -0.278 -2.643 0.825
H -0.308 -2.446 -0.970
H 1.516 -0.633 -0.066
H 2.638 -2.984 1.107
H 2.623 -3.182 -0.807
H 3.416 -1.900 -0.088
H -3.063 1.754 0.994
H -1.713 2.653 0.706
O -2.581 2.491 1.071
H 0.403 1.771 -2.198
H -0.570 2.881 -2.399
O -0.292 2.213 -1.792
H 1.778 3.269 0.263
H 0.459 2.763 -0.007
O 1.131 2.775 0.605